Molecular formula: C19H38NO4OsP3
Method: DFT, ωB97M-V/def2-TZVPD

- energy relative to the best compared isomer or geometry (same formula, charge and spin) (kcal/mol) = 0.0
- Kohn-Sham gap (alpha / beta) (eV) = 5.678 / 5.181
- highest occupied orbital energy (alpha / beta) (eV) = -17.73 / -20.97
- <S²> = 6.0219
- charge = +4
- multiplicity = 5
- E_tot (Ha) = -2215.53771

Last column: Löwdin spin population.
Atoms and positions in Å:
H -2.9402 3.4793 1.8729  0.014
H 3.0968 -1.8779 0.2847  0.000
H 2.8978 1.6799 0.5588  0.001
C -1.8902 -2.3426 -1.4430  0.024
H 1.7287 1.9334 -4.5126  0.003
C -2.0758 -2.9469 -0.1973  0.017
P -1.5174 1.5746 2.1347  0.448
H 0.5049 -0.2498 -5.1595  0.006
H 1.4308 -5.0691 -0.2037  0.001
H -2.3975 2.8160 0.2870  0.002
H 3.5668 3.3966 -1.1037  0.000
H -3.5541 -0.3784 1.4516  0.001
H -1.5373 0.7426 4.3893  0.000
C -1.0331 1.8844 -2.7512  0.028
C 1.1811 -4.1085 -0.6777  0.006
H -3.0875 1.5670 3.9531  0.014
N 3.3147 2.5865 0.8314  0.013
H 1.1991 -4.5030 2.4011  0.001
C 2.6010 -2.3706 1.1286  0.011
H -2.7494 -0.1117 3.4012  0.002
H 1.8292 2.6565 -2.8878  -0.001
H 4.3218 2.4930 0.9675  0.003
H 0.4630 -1.4716 -3.8517  0.004
H -0.0243 3.4575 2.0526  0.000
C 2.9935 3.6185 -0.1965  0.051
O 1.8097 -0.3925 -1.1848  0.751
C -2.3102 0.8688 3.6187  0.059
C -0.4151 2.8240 2.8561  0.067
H -0.4483 -4.5928 1.6952  0.000
Os -1.0765 -1.0947 0.0321  0.292
H -3.4082 0.6310 -0.8049  0.002
H 0.4222 2.3321 3.3674  0.000
H 0.2819 -4.2404 -1.2891  0.000
C 1.7878 1.7076 -3.4396  0.015
C 1.4844 3.5026 -0.4349  0.079
C -2.7809 2.5646 1.2863  0.060
C 0.0541 -0.3361 1.4377  0.080
P 0.3303 0.7687 -3.0088  0.179
H -1.3405 -2.8558 -2.2224  0.002
H -1.8732 1.3877 -2.2505  0.001
H -1.3541 2.2425 -3.7405  0.006
C 0.3452 -3.9166 2.0336  0.002
C -3.1013 -0.9269 0.6356  0.020
H 3.2825 4.6061 0.1709  -0.001
C 0.0280 -0.5254 -4.2081  0.039
H 2.6896 1.1178 -3.2335  0.001
H -1.0002 3.4172 3.5704  0.017
O 0.8592 -0.0274 2.2618  0.021
H 2.0061 -3.7901 -1.3258  0.000
H -1.0468 -0.6610 -4.3728  0.000
C 0.6212 -0.2064 -1.4050  0.674
C -2.4035 -1.0665 -1.6655  0.026
H -1.7265 -3.9567 -0.0309  0.000
O 0.9442 4.4293 -1.0771  0.798
H -0.6946 2.7362 -2.1426  0.003
H -3.7094 1.9910 1.1861  0.000
C -3.0203 -0.3674 -0.6352  0.023
H 2.5554 -1.6591 1.9622  0.000
H -2.6927 -2.6522 1.8469  0.002
H 2.8899 2.8378 1.7330  0.000
H 3.1772 -3.2542 1.4327  0.002
H -2.3086 -0.6222 -2.6493  0.002
H -0.0454 -3.2961 2.8505  0.000
P 0.9211 -2.8749 0.6406  0.043
O 0.9658 2.4436 0.0405  0.069
C -2.6284 -2.2214 0.8567  0.016

=====

Molecular formula: C19H38O2
Method: DFT, ωB97M-V/def2-TZVPD

- energy relative to the best compared isomer or geometry (same formula, charge and spin) (kcal/mol) = 431.4
- Kohn-Sham gap (eV) = 9.993
- highest occupied orbital energy (eV) = -9.17
- E_tot (Ha) = -896.59417

Last column: natural (NBO) charge in e.
Atoms and positions in Å:
H 5.8131 -0.9679 2.6298  0.137
H -1.4680 -0.1434 -2.8858  0.178
C -4.5043 0.7566 -1.3784  0.060
C -0.8747 1.9069 -3.0365  -0.425
C 0.8252 -0.7109 3.1985  -0.410
H -3.4691 -0.9561 -1.3969  0.253
O -2.3105 0.7590 -0.1069  -0.661
C 3.2564 -0.6254 3.1277  -0.443
H -5.4268 -1.2196 -1.4918  0.260
H 1.1878 -3.1284 0.0590  0.217
H -0.1747 -0.0788 3.0155  0.195
H -0.3556 -0.8190 0.6706  0.226
H -1.6261 3.3237 -1.6943  0.245
H -1.5564 2.2370 -3.7406  0.218
H 1.9794 0.9581 3.8469  0.111
C -4.5089 -0.5903 -1.9076  -0.684
C 5.6825 -0.3708 3.2041  -0.309
H -0.3491 -2.5309 2.4342  0.151
H 1.8176 -1.5460 -1.8060  0.235
C 6.9453 0.6534 3.2238  -0.615
H 7.0717 1.0202 2.2094  0.204
H -0.1852 0.1406 -4.3065  0.194
H 0.7373 -1.0715 4.0694  0.202
H 7.9884 0.0663 3.4187  0.196
H -6.7399 1.0457 -1.4719  0.210
C 0.2336 -2.8343 -0.0877  -0.417
H 0.0913 2.3322 -3.4777  0.203
H -0.6123 -3.1831 0.2543  0.207
H 0.8352 -2.0463 -3.4122  0.147
C -0.2175 -2.3481 -1.5948  -0.405
C -1.1361 2.4674 -1.8339  -0.472
H 1.5440 -2.6920 2.4184  0.193
O -3.4200 1.7153 -1.7211  -0.547
H 0.4853 0.2672 -1.2806  0.205
H 4.4567 0.9710 2.0743  0.175
C 0.6712 -0.1844 -2.1668  -0.390
H -0.4407 -3.2784 -2.0246  0.220
C -2.2307 1.6018 -1.1042  0.814
C -0.4301 0.3319 -3.3644  -0.345
H 5.7440 -0.7589 4.1754  0.176
C 4.2930 0.3095 3.0954  -0.358
H 1.4012 0.4464 -2.4422  0.202
H 4.1890 1.0161 3.8109  0.201
H -4.2421 -0.5480 -3.1157  0.233
C 0.7907 -1.6035 -2.1138  -0.388
H -5.8083 2.7174 -1.4401  0.239
H 1.3771 -0.9378 0.5018  0.131
C 0.7441 -1.7755 2.2537  -0.327
H -1.1120 -1.7354 -1.2953  0.216
H 3.3512 -1.4371 2.4339  0.207
H 1.8505 0.4275 2.0273  0.173
H 6.8404 1.3184 4.0765  0.209
C -5.7471 1.6541 -1.7322  -0.625
H 3.2407 -1.1723 4.1695  0.203
H -4.5627 0.9310 -0.3052  0.214
C 0.4110 -1.6519 0.8024  -0.399
C 2.0376 0.0168 2.8012  -0.253
H -0.2925 2.2230 -1.0676  0.221
H -5.8480 1.2751 -2.9333  0.191

=====

Molecular formula: C19H39AlBClF7LiMgN5O11S2
Method: DFT, ωB97M-V/def2-TZVPD

- Kohn-Sham gap (eV) = 1.547
- highest occupied orbital energy (eV) = -9.73
- charge = +1
- E_tot (Ha) = -4278.41254

Last column: Mulliken charge in e.
Atoms and positions in Å:
C -3.9248 -0.3442 0.5353  0.799
N -0.0289 0.8352 0.0482  0.383
H -3.2133 6.4095 2.3570  0.385
O 8.1146 -6.4661 -0.9258  -0.330
H -0.1182 2.6614 -1.0981  0.744
C -2.3190 7.0585 2.3748  0.008
H -1.4630 4.4515 2.3283  -0.162
H 4.2748 -2.7094 -0.0388  0.439
H -3.6547 8.8029 0.1153  0.363
O 9.6763 -4.7863 -0.2995  -0.406
C 4.3825 -2.1660 -0.9730  -1.339
H -4.9831 -4.7970 2.0896  0.305
H -5.7376 -3.6900 -0.5941  0.470
H 3.8442 0.2225 -1.6513  0.670
C -4.8718 -3.8637 -1.2271  -0.748
H 1.8103 0.4671 -3.5510  0.792
H -1.0877 9.4389 2.0376  0.305
H -4.6941 -2.9363 -1.7887  0.300
H 2.1966 -4.0654 -0.6931  0.354
H -4.0105 -4.0956 -0.5869  0.168
H 4.9242 -2.8912 -1.7495  0.270
C 1.6918 1.6531 -1.7535  -1.500
H 1.5923 2.3978 -2.5391  0.388
O -1.5275 7.0308 3.3012  -0.626
F -3.9798 0.0573 -1.7569  -0.232
H 1.6025 -4.7560 -2.1969  0.430
H 3.6720 -0.6146 -3.1659  0.367
C 0.6211 1.9811 -0.6823  -0.694
H 1.4368 -1.3972 2.5611  0.380
C -0.8199 3.5757 2.4202  0.247
B -0.6706 1.4651 1.3470  1.090
H -0.1546 8.1862 1.2136  0.270
O -1.1286 2.7188 1.3002  -0.776
C 0.6058 4.0900 2.4363  -1.112
O 8.9240 -6.3758 1.3256  -0.451
N -2.2189 7.8436 1.2923  0.130
H -1.0440 3.1524 3.4000  0.315
C 2.0587 0.1434 1.2217  0.243
H -3.9824 7.0926 0.4455  0.308
H -1.1467 9.3174 0.2651  0.390
Li 0.3825 -1.7499 -1.4457  1.053
Al -2.0597 -3.4644 2.1023  0.550
C 1.8250 0.2688 -2.4827  0.861
N 3.0677 -1.7419 -1.5188  0.576
O 10.3609 -7.0740 -0.4748  -0.421
C 2.5462 -2.7915 -2.3610  0.403
F -4.3045 0.4736 1.5059  -0.251
O 2.7771 -2.9021 -3.5264  -0.487
C 2.1687 -0.5875 2.5831  -1.539
C -4.1847 -5.4814 1.7624  -0.619
H 2.8898 -0.2462 0.6315  0.071
O -2.8878 -4.9715 1.8121  -0.404
H 0.7195 -3.4162 -1.3385  0.208
C -1.0859 8.7530 1.1913  -0.921
C -3.3271 0.4994 -0.6443  0.226
O -1.4150 -1.3345 -1.2589  -1.261
S -1.4820 0.1548 -1.0973  1.303
H -2.7177 7.5425 -0.7153  0.343
H 1.0978 2.5813 0.0918  0.293
H -4.5193 -5.8052 0.7682  0.206
O -0.8272 0.6721 2.4353  -0.783
H -0.2398 0.9014 3.1651  0.296
F -4.3414 -7.8621 -2.9028  -0.416
C -3.2015 7.8171 0.2241  -0.952
F -3.6223 1.7750 -0.5979  -0.180
H 5.0534 -1.3301 -0.7939  0.533
Cl 6.0510 -4.2055 -1.6500  -0.389
H 1.0069 -0.9063 -0.1591  -0.679
C 3.1770 -0.4267 -2.2089  -1.597
H 2.2741 1.1975 1.3891  0.261
N -5.2466 -5.8428 -2.8665  -0.237
C 1.6857 -3.8366 -1.6312  -1.030
H 0.7060 4.9268 3.1225  0.467
O -1.3663 0.6821 -2.4229  -0.582
H 1.9041 0.0444 3.4271  0.317
C -5.0819 -4.9604 -2.1523  0.380
S 9.2856 -6.1772 -0.0714  1.333
H 3.1347 -1.0693 2.6910  0.413
F -3.0228 -1.2012 1.0362  -0.211
F -5.6675 -2.8720 -3.4197  -0.703
H -4.3508 -6.3699 2.3785  0.301
N 0.8102 -0.1996 0.5178  0.260
H 1.0602 -0.4945 -2.3450  -0.576
H 1.3407 3.3084 2.6495  0.271
H 2.6569 1.8673 -1.2983  0.609
F -5.0003 -1.0094 0.1600  -0.259
Mg -3.5104 -2.7359 -2.8546  0.744
H 0.8318 4.5017 1.4486  0.285

=====

Molecular formula: C19H39BF3O7S
Method: DFT, ωB97M-V/def2-TZVPD

- Kohn-Sham gap (eV) = 7.497
- highest occupied orbital energy (eV) = -5.14
- charge = -1
- E_tot (Ha) = -1996.73359

Last column: natural (NBO) charge in e.
Atoms and positions in Å:
H -0.8705 2.9021 2.0440  -0.072
H -3.7974 3.3022 2.2529  0.455
C -2.9023 -3.5437 3.5663  -0.718
F -0.5515 6.0885 1.1385  -0.338
C -2.1629 0.9923 -0.4653  -0.403
C -0.0057 -0.2905 0.0701  -0.411
H 4.7765 3.6239 -0.7611  0.164
C -0.7033 0.7429 -0.8363  -0.395
C 4.4297 -1.7868 -3.0571  0.592
O 5.0063 2.0457 0.5528  -0.550
H -1.8739 0.6522 1.6406  0.198
H -3.4496 -3.9860 2.7372  0.229
C 5.1761 3.3955 0.2284  -0.242
C 3.6361 1.7302 0.7826  -0.064
H -4.7481 -3.1046 -4.3950  0.219
H 3.0184 2.3516 0.1334  0.176
H 3.3781 1.9902 1.8125  0.161
O -3.5365 -1.6435 -1.9669  -0.510
H 3.1631 -3.5048 -3.0093  0.239
B -1.9862 2.8374 1.5676  0.166
H 4.3026 -0.2713 0.7157  0.196
H 4.8946 -3.8742 -2.8684  0.223
H -3.9632 -4.6671 -2.3610  0.219
H -4.9084 -1.3702 -4.0445  0.240
H -1.4374 -1.3465 4.6188  0.236
C -1.8797 5.8814 0.8926  0.730
H 6.5747 -1.7947 -2.9883  0.224
H -2.5858 1.7250 -1.1467  0.207
C 2.2586 -0.3251 1.3246  -0.375
H -2.5530 -4.3358 4.2311  0.219
H -3.6583 -3.8528 -0.8108  0.246
H 6.2381 3.6236 0.2193  0.175
H -6.1100 -2.5183 -3.4185  0.222
H -0.7003 0.3567 -1.8578  0.188
S -2.1072 4.1611 0.1672  1.875
H -2.6777 0.0534 -0.6701  0.206
C -1.7257 -2.7586 3.0309  0.595
F -2.5469 6.0823 2.0508  -0.322
C -4.2235 -2.5349 -2.3913  0.587
H 5.8410 -0.1919 -3.1993  0.241
H 5.8929 -1.3325 -4.5609  0.222
H -3.4616 1.2057 1.2153  0.197
O -3.4525 4.2205 -0.3979  -0.986
C -0.8490 -2.0647 4.0455  -0.723
H 3.2024 0.1207 -0.5672  0.228
H 0.5395 -1.0209 -0.5215  0.190
C -2.4019 1.3639 1.0062  -0.658
H 2.1555 -1.3737 1.0492  0.195
C -5.0527 -2.3713 -3.6459  -0.719
O -1.5000 -2.6811 1.8501  -0.527
H 2.5180 -0.2839 2.3822  0.181
H -0.1270 1.6640 -0.8683  0.208
F -2.2894 6.8201 -0.0157  -0.337
C -4.2980 -3.8734 -1.6905  -0.722
H -5.3255 -4.0803 -1.3850  0.219
H -0.7791 -0.8076 0.6212  0.222
O -1.0386 4.0948 -0.8186  -0.976
O -2.9233 3.2833 2.6406  -0.920
H 0.3820 0.3747 2.0766  0.197
H 1.0708 1.4196 0.8812  0.207
C 0.8997 0.3749 1.1198  -0.409
H 4.7044 4.0496 0.9635  0.164
H -0.0496 -1.5371 3.5301  0.245
C 4.1564 -3.2416 -3.3643  -0.720
C 3.3813 0.2694 0.4902  -0.431
O 3.6158 -1.0963 -2.5000  -0.523
H -3.5682 -2.8831 4.1235  0.230
C 5.7737 -1.2401 -3.4799  -0.720
H 4.2111 -3.4137 -4.4406  0.222
H -0.4163 -2.7966 4.7309  0.217

=====

> Which formula does entry 3 have?

C19H39AlBClF7LiMgN5O11S2